# 1
The following is a DFT calculation (the ωB97M-V functional and the def2-TZVPD basis) of C30H37ClNO3SiTa as an isolated structure.

Atoms and positions in Å:
C: -3.814 -4.096 -0.494
C: 0.881 -2.802 -1.567
Si: -2.155 -0.338 0.023
C: -0.606 -0.830 1.026
H: -0.385 -1.881 0.826
C: 3.545 -3.018 -0.796
C: -3.664 2.611 2.488
H: 3.900 -1.329 -2.047
H: 1.883 0.723 4.375
C: 4.083 3.336 -0.565
H: -0.279 0.979 3.201
H: 2.758 1.244 2.948
O: 2.962 1.223 -1.083
C: 3.153 -1.998 -1.636
C: 1.726 3.138 -1.372
H: -4.762 4.376 1.966
H: 2.914 2.184 -3.639
H: -1.507 -0.896 -2.326
C: 1.405 -0.817 -3.022
C: -5.549 -2.639 0.320
H: 2.734 -0.215 0.851
N: 0.638 -0.040 0.667
C: -4.199 3.250 0.232
C: -3.012 1.484 2.011
H: -2.590 0.788 2.729
Cl: 3.076 -5.183 0.730
O: 0.840 2.164 -1.939
C: 1.864 0.708 3.286
C: -5.133 -3.891 -0.102
H: -4.990 -0.606 0.677
H: 1.075 -1.303 3.172
C: 0.557 1.362 1.244
H: -0.139 -2.769 -1.934
H: 1.419 1.910 0.855
C: 0.620 1.417 2.766
H: 4.582 -3.140 -0.513
H: -5.834 -4.714 -0.125
H: -3.493 -5.076 -0.820
C: 1.856 -0.735 1.239
H: -1.891 -3.223 -0.757
C: 1.901 -0.721 2.759
Ta: 0.626 0.388 -1.493
C: -3.321 -1.767 -0.042
C: -2.931 1.225 0.639
H: 1.842 -1.750 0.844
H: -4.671 3.932 -0.462
O: 1.299 4.091 -0.840
H: 4.164 4.385 -0.848
H: 0.542 -4.545 -0.352
H: 4.588 2.164 -3.043
H: -3.724 2.793 3.553
H: -1.909 0.827 -2.184
C: 3.621 2.663 -2.963
H: 2.814 -1.234 3.064
C: 2.592 -3.922 -0.323
H: 0.608 2.470 3.047
H: 2.231 -0.356 -3.564
H: -6.575 -2.482 0.624
H: 3.758 3.696 -3.281
C: -3.547 2.121 -0.241
C: 1.260 -3.817 -0.704
H: 3.718 3.287 0.460
C: 1.816 -1.875 -2.054
C: -2.920 -3.041 -0.460
C: -4.252 3.497 1.596
H: -0.773 -0.759 2.099
C: -1.362 0.003 -1.712
H: -0.362 1.826 0.872
H: -3.538 1.941 -1.311
C: -4.650 -1.581 0.349
H: 0.628 -1.123 -3.725
H: 3.823 0.787 -1.064
H: 5.080 2.897 -0.617
C: 3.153 2.622 -1.520

E: -2252.080034 a.u.
Total charge: +2
Orbital gap: 7.07 eV
Relative energy (zero: lowest compared OMol25 entry of this formula, charge and spin): 0.0 kcal/mol

# 2
The following is a DFT calculation (the ωB97M-V functional and the def2-TZVPD basis) of a 2-piece molecular cluster, C2H4BNO3 overall.

Atoms and positions in Å:
O: -1.267 2.472 0.227
C: -0.268 -1.173 0.703
H: -1.166 -1.825 0.752
H: 0.213 -1.185 1.653
H: -2.029 2.984 -0.069
N: -3.889 -1.657 -0.821
B: -1.215 1.177 0.215
O: -0.505 0.140 0.247
H: 0.492 -1.616 0.054
C: -3.609 -0.597 -0.456
O: -3.226 0.530 -0.124

E: -383.959666 a.u.
Total charge: 0
Orbital gap: 8.76 eV
Relative energy (zero: lowest compared OMol25 entry of this formula, charge and spin): 10.3 kcal/mol

# 3
The following is a DFT calculation (the ωB97M-V functional and the def2-TZVPD basis) of C16H25Br30NO4S as an isolated structure.

Atoms and positions in Å:
Br: -0.646 7.429 -6.045
Br: 9.716 -0.617 -0.366
Br: -5.845 10.276 -7.804
Br: -3.048 5.551 -7.031
H: 0.469 6.159 -1.900
C: 1.253 -1.396 1.762
O: -7.818 -2.638 2.097
Br: 0.973 10.332 -3.683
H: 10.584 -2.934 -0.190
C: 5.828 0.564 4.032
Br: 4.948 -5.876 1.347
Br: 2.487 -1.867 3.173
H: -2.168 5.960 -4.748
H: 0.492 1.106 -3.495
H: -5.940 -6.792 -0.254
N: -2.182 -1.987 -0.570
Br: 0.134 -1.342 -3.683
H: -4.551 -3.458 -0.315
H: 6.663 1.247 4.131
C: -2.834 -3.877 1.019
Br: -6.396 12.690 -5.771
H: -0.018 8.187 -2.944
Br: 2.060 -0.203 0.471
C: 6.824 -2.305 8.917
C: -4.361 -4.054 0.613
C: -5.915 -5.803 0.252
H: -2.690 -3.108 1.808
C: 9.879 -2.378 0.417
Br: -3.621 7.955 -4.987
C: -0.391 0.493 -3.362
Br: 4.289 1.609 3.505
H: -6.279 -5.963 1.288
Br: 1.436 8.655 -0.987
Br: 5.956 -7.997 -0.832
O: -7.015 -2.697 -0.289
H: -5.691 -4.272 2.437
Br: -0.401 -0.674 2.469
O: -2.346 -5.164 1.371
Br: 8.200 -3.340 0.366
Br: 0.872 4.308 -3.506
Br: -0.995 0.758 -1.545
H: -0.937 -3.570 0.046
Br: 5.567 -0.272 5.759
C: -2.346 6.627 -5.584
H: -2.259 -4.091 -1.067
H: -1.471 -4.228 3.080
H: -0.361 -5.237 1.996
H: 1.003 -2.311 1.237
H: 6.749 -1.389 8.342
H: -6.548 -5.115 -0.343
C: -2.002 -3.403 -0.239
Br: -3.423 12.129 -6.826
C: 0.197 9.104 -2.406
C: 5.522 -6.144 -0.482
H: -1.550 -6.018 3.058
H: 6.433 -5.573 -0.618
C: -5.301 -3.503 1.743
Br: 0.787 4.288 -0.305
H: -2.059 -1.412 0.259
C: -1.384 -5.117 2.424
Br: -1.806 5.170 -1.967
Br: 4.227 -5.458 -1.746
H: -4.959 10.683 -5.524
Br: 8.708 -2.664 9.170
Br: 6.305 -0.731 2.677
Br: 10.604 -2.305 2.210
C: -5.132 11.349 -6.361
Br: -1.704 1.103 -4.648
O: -4.536 -5.424 0.315
H: -3.091 -1.819 -0.990
Br: 5.919 -1.997 10.600
Br: -1.486 9.759 -1.711
Br: 5.962 -3.698 7.885
C: 0.130 5.130 -1.917
S: -6.679 -2.454 1.137
H: -6.317 -1.114 1.249
H: -4.678 -2.829 2.380

E: -78598.747887 a.u.
Total charge: 0
Orbital gap: 8.50 eV